One molecule with the formula C4H10S2 at a distorted geometry. Source: the Open Molecules 2025 dataset; level of theory: ωB97M-V/def2-TZVPD.

Summary:
HOMO = -8.12 eV
LUMO energy = 0.88 eV
Orbital gap = 9.00 eV
ΔE to the lowest compared entry with this formula, charge and spin = 45.6 kcal per mole

Element x y z (Å)
C (-1.21399, -2.71490, 0.68495)
S (-1.26792, -1.00753, 1.41876)
C (-0.06784, -0.01687, 0.65573)
C (0.18461, -0.06057, -0.93844)
S (0.59366, 1.66345, -1.35051)
C (2.17474, 1.77860, -0.58701)
H (-0.97570, -2.69069, -0.49232)
H (-2.23282, -3.14692, 0.70196)
H (-0.50120, -3.35315, 1.31324)
H (0.87920, -0.30737, 1.16167)
H (-0.39235, 1.00513, 0.98844)
H (-0.94029, -0.27090, -1.33514)
H (0.94340, -0.90718, -1.06074)
H (2.30160, 1.11758, 0.25347)
H (2.30135, 2.83006, -0.35017)
H (2.93987, 1.31106, -1.16378)